Here is a 2-piece molecular cluster, C3H10N2O overall from OMol25. Energies are from ωB97M-V/def2-TZVPD.

The geometry in XYZ format:
```
16
Properties=species:S:1:pos:R:3:nbo_charge:R:1
C 2.01563 0.37730 0.54924 -0.425
C 0.53849 0.56726 -1.33959 0.032
N 1.28970 1.10238 -0.46654 -0.424
H 1.83678 0.87528 1.48921 0.236
H 3.08799 0.36150 0.32403 0.188
H 1.63036 -0.63048 0.60357 0.275
H 0.36765 -0.49216 -1.35560 0.235
H 0.01254 1.20122 -2.03322 0.209
H 1.25398 2.10755 -0.37914 0.410
N -2.48909 -1.11334 0.68334 -0.868
C -1.15244 -0.74857 0.23568 0.185
O -0.32174 -0.41657 1.17527 -0.861
H -2.77628 -0.59710 1.49866 0.363
H -3.20283 -1.12326 -0.02024 0.345
H -0.81098 -1.60528 -0.41512 0.064
H -1.27976 0.13428 -0.54957 0.034
```

Charge   0
Multiplicity   1
Frontier orbital gap   7.080 eV
HOMO level   -7.08 eV
E_LUMO   0.00 eV
Energy above the lowest of the compared OMol25 structures with the same formula, charge and spin   100.01 kcal/mol